1.
Density functional theory data (the ωB97M-V functional and the def2-TZVPD basis) for a structure of composition C64H76AsF10NO3P.

- Lowest unoccupied orbital energy: 2.1594 eV
- Net charge: -1
- E_tot: -6340.1967 Ha
- Highest occupied orbital energy: -3.3 eV

```
156
C64H76AsF10NO3P the ωB97M-V functional and the def2-TZVPD basis
As -0.37564 1.12185 1.15211
P 1.02647 0.46525 2.88959
F 10.90886 2.05787 -7.53276
F -1.78918 0.44500 -1.34267
F 4.98188 4.40947 9.56086
F -8.52696 -4.53551 3.43644
F -0.98823 2.52832 -1.36852
F -2.86300 2.06607 -0.19019
F 2.96327 -10.85487 -1.24157
F 1.46613 9.67261 1.21174
F -1.36218 -6.53289 -0.62425
F 4.50582 3.92283 -5.69905
O 2.17510 -0.72130 2.50770
O 1.42166 1.63592 4.02958
O -7.35841 -0.69811 -0.35332
N 0.39398 -4.70030 -2.35778
C 3.23890 4.66785 -3.85291
C -5.81854 -2.58545 0.44096
C 7.12305 3.48972 -8.24207
C 9.36995 3.06839 -9.00358
C -12.30219 -3.08079 2.72879
C 4.54573 -7.81351 1.02522
C 3.75495 2.71590 6.02114
C 1.23433 0.87208 -0.04079
C 2.76397 9.19502 -0.69665
C 0.17076 3.10670 1.28523
C -3.12977 -2.32508 0.37237
C 1.10618 -3.43060 -1.92936
C 3.48047 -9.85998 -0.50033
C 2.05494 5.09425 1.63819
C 3.05986 10.90059 -2.37175
C 2.38686 2.95434 -5.32501
C -11.98886 -3.62264 3.97307
C 2.28289 11.77890 -1.62007
C 3.18890 -8.11081 1.11299
C 5.36860 -8.54348 0.17089
C 4.83393 -9.57634 -0.59238
C 3.38698 4.26548 7.82984
C 9.67123 2.52616 -7.76450
C 1.73902 11.36165 -0.40950
C 3.29832 9.60863 -1.91197
C -10.05920 -3.51779 1.96590
C 1.04138 6.24150 1.40620
C 4.58065 3.85563 8.40283
C 2.65157 -9.13597 0.34192
C -0.18258 -9.76873 -1.73255
C 0.22284 -2.15533 -2.35936
C -1.71328 0.64236 3.94549
C -9.75988 -4.06022 3.20547
C 1.59275 -0.52163 -0.69062
C -0.41757 5.80232 1.15896
C -2.50192 -8.59001 -0.73359
C -7.31210 0.73150 -0.13172
C 1.61906 3.61181 1.57817
C 5.36825 2.88557 7.80358
C 2.07430 4.59502 -3.09500
C -3.24147 0.73236 4.54231
C -2.49246 -9.94439 -1.05192
C -4.54852 -1.99034 -0.34503
C -2.58846 -1.05886 1.25663
C 1.98753 10.07441 0.04020
C -1.00475 -0.81827 1.06126
C 8.08651 3.54771 -9.24484
C -11.33928 -3.03054 1.72497
C 1.07105 3.69716 -3.44750
C 8.71862 2.45859 -6.75995
C 2.97445 3.69602 6.62903
C -6.93166 -1.45561 0.80028
C 4.94951 2.30878 6.60851
C 3.38095 3.84873 -4.96151
C -10.71183 -4.12015 4.21113
C -1.56021 1.56539 -0.44135
C -1.33150 -10.53322 -1.54853
C 1.02189 -0.74784 -2.20721
C -1.76583 1.52179 2.56409
C -1.35327 -7.83792 -0.92573
C 1.22712 2.87430 -4.56007
C 7.43845 2.94817 -6.99836
C -0.82749 4.31602 1.10541
C -0.19506 -8.41179 -1.42458
H -1.21638 6.61486 1.01568
H -0.59156 -4.61929 -2.06237
H 2.10112 12.78661 -1.97788
H 1.90948 -0.85228 -2.94356
H 1.33450 -3.48893 -0.81639
H 0.06100 -2.27242 -3.50077
H 2.02389 -1.48926 3.10055
H 4.03438 5.35482 -3.58804
H -1.08727 1.12468 4.76023
H -5.47715 -3.08648 1.41161
H 4.96461 -7.01082 1.62344
H -3.24957 -0.19020 0.94000
H -7.86734 -2.00596 1.19991
H -7.23403 1.04591 0.95921
H -1.32389 -11.59085 -1.79245
H -4.55013 -2.45652 -1.40157
H 5.55434 1.54230 6.13574
H 5.46018 -10.16059 -1.25654
H 3.48005 11.22551 -3.31821
H -6.36448 -3.32496 -0.25512
H 2.78876 5.02369 8.32177
H 6.12285 3.86736 -8.42838
H 1.22327 1.41935 4.96298
H 0.16546 3.63719 -2.85444
H 2.04583 4.01476 6.16736
H 0.44576 2.17225 -4.83068
H 1.34601 1.66379 -0.88154
H -2.89019 -1.32540 2.33163
H 1.94910 5.23791 -2.22985
H 1.59621 -9.37469 0.39123
H 1.12516 12.02807 0.18513
H 6.42501 -8.30791 0.10084
H 2.10599 -3.45493 -2.50809
H 2.16157 1.09567 0.61750
H -0.77517 -1.38163 0.11227
H -2.85367 1.50242 2.25446
H 0.72165 -10.22918 -2.11532
H -8.31888 1.15575 -0.51347
H -9.29522 -3.47876 1.19910
H 2.52275 2.32775 -6.19909
H -3.39303 -8.11626 -0.33852
H 6.68742 2.90750 -6.21727
H -3.31261 0.02639 5.44636
H -2.41261 -2.62504 -0.45767
H -1.59962 2.57976 3.00679
H -10.45189 -4.55280 5.17014
H 3.90013 8.92414 -2.50009
H -0.82023 -2.13262 -1.90371
H -4.72837 -0.87528 -0.49536
H -13.30007 -2.69681 2.54258
H 0.68723 -7.79911 -1.56989
H -12.73926 -3.65750 4.75549
H -1.54974 -0.46323 3.78358
H -1.93818 4.12750 0.92912
H 1.32299 7.36267 1.41504
H 3.14338 5.40960 1.83921
H 2.94653 8.19584 -0.31839
H 2.46928 2.86590 1.78889
H 2.54995 -7.54417 1.78170
H -0.49612 -1.40059 1.92076
H -11.58570 -2.61195 0.75511
H 1.43183 -1.45534 -0.03289
H -6.51215 1.18445 -0.81278
H 6.29972 2.58714 8.27050
H 0.42462 0.14623 -2.58746
H 2.74183 -0.53030 -0.85692
H -3.98071 0.34183 3.76036
H -3.52553 1.81180 4.78647
H -6.48019 -0.83828 1.64548
H 10.13509 3.11355 -9.76972
H 0.41227 -4.73940 -3.39351
H -3.38788 -10.54064 -0.91276
H 7.83800 3.96615 -10.21437
H 8.98030 2.02620 -5.80129
H 3.42968 2.26964 5.08677
H -3.32898 -3.20220 1.07270
```

=====

2.
Density functional theory data (the ωB97M-V functional and the def2-TZVPD basis) for a cluster of 3 separate species, C57H57BrF5IN2O6S2 in total.

- Lowest unoccupied orbital energy: -1.0409 eV
- E_tot: -6934.2914 Ha
- SMILES: CCCCN(CCCC[C@]1(Br)[C@@](CCCC(F)(F)C(F)(F)F)(CCc2ccccc2)C(=O)N[C@]1(O)I)C(=S)SCCC.O=C1c2ccccc2C(=O)c2ccccc21.O=C1c2ccccc2C(=O)c2ccccc21
- Highest occupied orbital energy: -8.3 eV

```
131
C57H57BrF5IN2O6S2 the ωB97M-V functional and the def2-TZVPD basis
I 2.53429 3.02484 -2.59795
Br 1.87173 -1.13301 -0.10538
S 6.18727 -1.29035 -0.77361
S 8.00754 -1.61226 -3.15405
F -1.96810 6.17100 -1.91928
F -1.66517 6.86906 0.22678
F -3.79144 6.49013 -0.49233
F -1.14693 4.36085 0.71945
F -3.42615 4.31659 0.85577
O -0.97762 1.40650 0.95591
O 3.23190 1.02809 -0.39339
O -2.62458 12.26140 3.08083
O -2.05351 -12.61404 1.91235
O -2.19946 -7.29232 1.57235
O -7.25459 9.77132 2.17248
N 5.63486 -3.14014 -2.82352
N 1.18335 1.93207 0.05293
C 4.29465 -3.77132 0.81819
C -6.12780 14.54594 3.10474
C -1.77267 -2.82416 0.73290
C -2.56495 -0.71137 -0.91672
C -7.33246 13.90314 2.82828
C -3.73271 7.52216 1.97893
C -3.09181 -8.73640 -0.64736
C -1.38058 -11.17194 4.20795
C -1.05588 3.17695 -2.01329
C -4.92910 8.22579 2.05424
C -1.75854 -9.16973 2.91105
C 6.46958 -2.10701 -2.20541
C 6.01806 -4.53303 -2.45275
C -2.32364 4.51277 -0.05653
C -2.19244 -8.50801 1.65932
C -7.35149 12.53448 2.58187
C -4.94021 13.82325 3.12028
C -1.00443 -9.00495 5.19661
C -1.74679 -10.56138 3.00823
C -1.14416 -0.68879 -1.66577
C 8.45598 0.10494 -2.55949
C -1.37529 -8.39242 4.00495
C -6.19413 10.34534 2.35259
C -2.62578 -9.34583 0.51845
C -6.16216 11.80452 2.60203
C -2.46205 -1.45985 0.51058
C 5.23099 -5.19532 -1.22183
C -1.65173 -3.50098 2.12849
C -3.00246 -1.41095 3.19303
C -2.11611 -11.39838 1.84434
C 5.57759 -4.56298 0.22982
C -0.16893 1.30931 0.01184
C -2.95432 -11.51549 -0.49271
C -0.83782 1.67327 -2.53202
C 2.04651 1.50934 -1.11665
C -2.25616 -2.75884 3.33620
C 4.18100 -2.85953 -2.73032
C -3.68005 11.69847 2.84305
C -2.56896 -10.73715 0.59978
C -3.09169 -0.79135 1.78513
C -2.46090 6.01127 -0.61074
C -2.52046 8.18126 2.16386
C 1.61816 -0.56542 -2.94899
C 1.27586 0.14782 -1.55726
C -0.27098 0.64072 -1.43742
C -4.91762 9.59616 2.31675
C -2.50700 9.54347 2.44478
C -4.95420 12.45227 2.85925
C 9.31141 1.85919 -4.42265
C 3.78651 -1.83896 -3.94333
C -3.48856 -9.51529 -1.72911
C -2.46027 3.38105 -1.20890
C -3.70571 10.25285 2.52705
C 3.14784 -0.46110 -3.41799
C -3.41275 -10.90440 -1.65429
C 9.71900 0.72081 -3.36191
C -1.01604 -10.39415 5.30126
H 1.08013 2.94933 0.16927
H 8.80363 2.70273 -3.83807
H 7.58838 0.84224 -2.58719
H 3.42111 -3.70024 0.08252
H -8.25792 14.46969 2.80697
H -3.15052 -7.65455 -0.71361
H 3.04788 -2.34865 -4.65459
H -3.09027 0.29651 -0.84896
H 3.16482 0.26916 -4.31594
H -3.85554 -9.03936 -2.63279
H 4.04253 1.30674 -0.87501
H 5.73913 -5.45506 0.94849
H -3.46761 -0.81832 4.05075
H 5.59656 -6.29321 -1.16549
H 10.23767 2.32184 -4.93381
H 3.88503 -4.36137 1.72472
H 3.86609 -0.03123 -2.64561
H -4.00420 14.33036 3.33154
H 4.56398 -2.72573 1.18048
H -1.58858 7.63626 2.09489
H -1.84836 1.34186 -2.98487
H 6.54599 -3.96541 0.25495
H -2.90209 -12.59819 -0.43865
H -0.61418 -1.66517 -1.41308
H 4.75255 -1.56062 -4.51321
H 8.81395 -0.03579 -1.47257
H -3.59771 0.22473 1.59087
H 3.57171 -3.81609 -2.95320
H -1.10995 -4.50010 2.18201
H -3.25333 -1.38528 -1.55794
H -0.11167 1.70996 -3.42432
H 4.09736 -5.26373 -1.35264
H -8.29397 12.03944 2.37033
H -3.27478 3.69681 -1.94497
H -2.17701 -3.18163 4.40394
H -1.37790 -0.74283 -2.79801
H -1.36953 -7.30967 3.93126
H 8.66057 1.45928 -5.28614
H 1.38752 -1.69208 -2.82726
H -1.38273 -12.25385 4.29392
H 0.88987 -0.20936 -3.77281
H 3.81567 -2.48576 -1.71702
H 5.79131 -5.19267 -3.37555
H -6.11443 15.61270 3.30407
H -0.73852 -10.87102 6.23571
H -0.17623 3.62378 -1.44504
H -0.71101 -8.39883 6.04765
H -1.55999 10.05188 2.59541
H -3.74512 6.46044 1.77082
H -3.71572 -11.51145 -2.50135
H -5.86984 7.70596 1.90340
H 10.35962 -0.10212 -3.83302
H -1.17509 3.82686 -2.96311
H -1.33254 -3.33525 -0.20030
H 10.37787 1.22908 -2.56258
H -2.73520 2.42110 -0.63556
H 7.13584 -4.65392 -2.25145
```

=====

3.
Density functional theory data (the ωB97M-V functional and the def2-TZVPD basis) for a structure of composition C33H55BrCl2IN3O4SSbSi3Ti.

- Lowest unoccupied orbital energy (spin up / spin down): -9.4515 / -9.4520 eV
- Net charge: +3
- E_tot: -7903.4518 Ha
- Highest occupied orbital energy (spin up / spin down): -16.0 / -16.0 eV
- Energy relative to the best compared isomer or geometry (same formula, charge and spin): 136.8 kJ/mol

```
105
C33H55BrCl2IN3O4SSbSi3Ti the ωB97M-V functional and the def2-TZVPD basis
I 1.18405 0.66239 -2.80109
Sb -0.24885 0.41701 3.02468
Br -3.24981 1.24207 0.30251
Ti -0.22196 0.11083 0.27471
Cl 2.40176 1.10046 1.04726
Cl 3.82428 2.84108 -0.89103
S 0.14247 3.31966 -0.69723
Si 1.37166 -1.44089 3.92227
Si 0.47302 2.65611 4.21291
Si -2.46982 -0.16327 4.34710
O 0.66985 -5.01304 -2.04756
O -4.97015 0.32822 -4.44734
O -0.29109 2.00826 0.04620
O -1.36404 -1.15702 0.73530
N -3.11725 -4.28466 0.55250
N -1.96326 -0.19026 -1.66719
N 1.03702 -1.44347 -0.34927
C -2.57341 -1.99934 4.14706
C 3.97473 -0.41175 -2.44641
C 2.69103 -0.47086 -1.92603
C -4.06640 -2.15025 1.18570
C -3.85920 0.85818 3.67439
C 0.62528 -2.68009 -0.45772
C 3.99420 1.70091 0.41534
C 2.39697 -1.29111 -0.84885
C 3.41038 -2.04677 -0.27493
C -0.89576 -4.61032 -0.28525
C -3.08064 0.50148 -1.43704
C -1.64909 -2.45044 0.47128
C -0.94502 3.78032 3.74401
C 2.14600 3.27366 3.68858
C 1.04492 -1.55883 5.74010
C -1.38320 3.95906 -1.41052
C -2.38778 4.62843 -0.48427
C 0.49325 4.47545 0.62904
C 0.12087 -5.56856 -0.85526
C -2.14799 -5.07070 0.07904
C 4.69952 -1.99269 -0.78497
C 1.44867 5.56073 0.13683
C -2.85509 -0.66482 -3.85024
C -1.89299 -0.78035 -2.87625
C 0.57079 2.39804 6.04225
C -2.91012 -2.98744 0.73469
C 3.13003 -0.93644 3.64327
C -3.98474 0.11255 -3.58543
C -4.10789 0.70105 -2.32558
C -0.64694 -3.24245 -0.07647
C 4.98115 -1.18044 -1.87524
C 0.96243 -3.03370 3.06548
C -2.15409 0.29571 6.10060
H 0.95649 -5.72344 -2.63173
H 5.98007 -1.14630 -2.28967
H 3.75703 -1.51906 4.32605
H -0.36958 -6.52140 -1.05005
H 1.60172 -2.41494 6.13416
H -1.94390 -2.48463 4.89609
H -2.26508 -2.34712 3.16217
H -1.79709 3.08197 -1.91463
H 2.40743 3.12382 2.64548
H -0.00632 -1.70847 5.98434
H 2.37088 5.13816 -0.25849
H 1.39860 -0.67151 6.26747
H 4.45211 2.19491 1.26411
H -1.01632 -1.38764 -3.05845
H 3.29067 0.11922 3.87337
H -2.89496 -0.24125 6.70553
H 1.31205 -3.37609 -0.93086
H 4.55208 0.83066 0.08813
H 1.69947 6.21285 0.97235
H 1.13008 3.24616 6.45165
H 0.90957 -5.75328 -0.11762
H -4.61580 0.25440 3.16980
H -3.34801 4.67447 -0.99757
H 3.18620 -2.68096 0.57574
H 0.93191 3.85397 1.40833
H -4.75061 -2.76757 1.76409
H -3.74223 -1.29527 1.77225
H 1.11203 1.49324 6.31923
H -3.52560 1.63338 2.98793
H -4.99345 1.26497 -2.06874
H -0.62122 4.81902 3.63404
H -2.72971 -1.16999 -4.79939
H -0.40067 2.38053 6.52871
H 2.20485 4.34581 3.90563
H -4.34546 1.36076 4.51463
H -2.40072 -6.11904 -0.03083
H 3.47407 -1.12531 2.62557
H -2.10040 5.65211 -0.24885
H 5.47737 -2.59987 -0.34088
H -0.11311 -3.19805 2.97880
H -1.69832 3.76423 4.53673
H -0.44332 4.89082 0.98989
H -4.61490 -1.77530 0.31753
H -1.43561 3.47089 2.81833
H 4.18863 0.22319 -3.29567
H -2.53546 4.07302 0.43993
H 1.39975 -3.08075 2.06618
H -1.16743 0.01660 6.46622
H 1.37545 -3.86426 3.64636
H 2.90725 2.78272 4.30136
H 0.99315 6.18176 -0.63604
H -1.02886 4.64353 -2.18696
H -3.60024 -2.34086 4.31400
H -4.84217 -0.13735 -5.28378
H -2.30647 1.36153 6.27269
```